#a
{"formula": "C2H4N4S", "method": "ωB97M-V/def2-TZVPD", "orbital_gap_ev": 9.2, "smiles": "[H]/N=c1\\sncn1N", "lumo_energy_ha": 0.0305, "species": ["C", "C", "N", "N", "N", "N", "S", "H", "H", "H", "H"], "positions_angstrom": [[-0.65777, 1.45050, -0.01785], [-0.56505, -1.00891, -0.00927], [-1.94990, 1.18869, -0.06661], [0.20276, -1.98602, 0.01187], [0.17581, 0.36335, -0.05136], [1.56583, 0.53466, -0.05262], [-2.23915, -0.42762, 0.05585], [-0.32019, 2.41041, -0.09668], [-0.07063, -2.82826, -0.32293], [2.04378, -0.27255, -0.44057], [1.81451, 0.57578, 0.99017]]}

#b
{"formula": "C2H4N4S", "method": "ωB97M-V/def2-TZVPD", "orbital_gap_ev": [6.2, 6.2], "lumo_energy_ha": [-0.0869, -0.0868], "species": ["C", "C", "N", "N", "N", "N", "S", "H", "H", "H", "H"], "positions_angstrom": [[0.49652, -1.74212, -1.01288], [0.51819, 0.82511, 1.05221], [-0.45279, -2.18132, -0.09071], [0.78836, -0.51004, -0.72796], [-0.71445, -1.24310, 0.72134], [0.07385, -0.19317, 0.31878], [-1.07313, 2.87438, -0.29478], [0.89604, -2.30294, -1.83407], [0.39005, 1.06287, 2.05396], [1.14198, 1.36742, 0.42541], [-2.06462, 2.04291, -0.61129]]}

Which structure is most stable? #a, by 279.5 kJ/mol over the runner-up.

#a
{"formula": "C4H5NO", "method": "ωB97M-V/def2-TZVPD", "orbital_gap_ev": [6.6, 8.2], "spin_multiplicity": 3, "s2": 2.0159, "lumo_energy_ha": [0.0328, -0.0855], "species": ["C", "C", "C", "C", "N", "O", "H", "H", "H", "H", "H"], "positions_angstrom": [[0.47166, -0.62144, 0.90464], [-0.37311, 0.01218, 0.01106], [1.59274, -0.18290, 0.04166], [-1.79925, 0.22960, -0.15176], [2.81706, -0.11872, -0.26523], [0.54239, 0.46593, -0.92939], [0.44793, -1.07797, 1.91539], [-2.26007, 0.86904, 0.65932], [-2.21092, -0.68066, -0.00867], [-2.02311, 0.55045, -1.11596], [2.79470, 0.55450, -1.06106]]}

#b
{"formula": "C4H5NO", "method": "ωB97M-V/def2-TZVPD", "orbital_gap_ev": [6.9, 11.3], "spin_multiplicity": 3, "s2": 2.0091, "lumo_energy_ha": [0.0414, 0.0230], "species": ["C", "C", "C", "C", "N", "O", "H", "H", "H", "H", "H"], "positions_angstrom": [[2.07174, -0.21316, 0.62978], [2.25138, 0.01173, -0.63142], [-0.90852, -0.45529, 0.04268], [-2.03240, 0.46661, 0.04823], [1.27546, 0.84177, 0.11316], [-0.48513, -1.59221, 0.05284], [2.21613, -0.79840, 1.47349], [2.60801, -0.18824, -1.60187], [-1.95842, 1.09583, 0.83033], [-2.98234, -0.07499, 0.00478], [-2.05591, 0.90637, -0.96201]]}

#c
{"formula": "C4H5NO", "method": "ωB97M-V/def2-TZVPD", "orbital_gap_ev": [6.1, 7.7], "spin_multiplicity": 3, "s2": 2.0087, "lumo_energy_ha": [0.0399, -0.0712], "species": ["C", "C", "C", "C", "N", "O", "H", "H", "H", "H", "H"], "positions_angstrom": [[-1.41752, -0.17032, 0.07104], [-2.18455, -1.19691, 0.27970], [1.34045, 0.83013, -0.65825], [1.99319, 0.44130, 0.51460], [1.07793, -0.40088, 0.31465], [-0.93531, 0.86699, -0.00574], [-1.81482, -2.01907, 0.81370], [-3.15722, -1.13061, -0.11511], [0.67300, 1.58939, -0.71486], [1.59689, 0.35014, -1.55145], [2.82796, 0.83984, 1.05173]]}

Which structure is most stable? #a, by 129.6 kJ/mol over the runner-up.